Here is a single C5H10N2 molecule in a non-equilibrium geometry from the Open Molecules 2025 dataset. Energies are from ωB97M-V/def2-TZVPD.

Properties
F_max = 4.24 eV/Å
structure (SMILES) = NC1C[C@@H]2N[C@H]2C1
HOMO-LUMO gap = 9.58 eV

```
! RIJCOSX wB97M-V def2-TZVPD def2/J DEFGRID3
* xyz 0 1
C 0.8376 0.1811 -0.4804
C 0.5896 0.3520 1.0224
C -0.9534 0.1825 1.0168
C -0.9296 -1.0984 0.3048
C -0.3963 -0.6802 -1.0572
H 0.8532 1.5436 -2.0354
H 1.9609 1.9089 -0.8689
H 1.7236 -0.5020 -0.6083
H 1.1442 -0.4202 1.4299
H 0.9643 1.2790 1.4321
H -1.2094 0.9839 0.3058
H -2.0338 -1.2488 2.1168
H -0.3110 -1.9096 0.7537
H -0.0685 -1.4047 -1.8126
H -1.0587 -0.0344 -1.7141
N 0.9251 1.6142 -1.0668
N -2.0377 -0.7469 1.2615
*
```

***

Here is 13 unconnected molecules or ions with the total composition H26O13 in a non-equilibrium geometry from the Open Molecules 2025 dataset. Energies are from ωB97M-V/def2-TZVPD.

Properties
F_max = 17.41 eV/Å
HOMO-LUMO gap = 9.08 eV

```
! RIJCOSX wB97M-V def2-TZVPD def2/J DEFGRID3
* xyz 0 1
O 0.4166 0.6506 0.1590
H 0.3456 -0.0704 0.6800
H -0.1424 0.4206 -0.6020
O 0.2366 -0.4504 3.4700
H -0.7074 -0.3584 3.4590
H 0.6546 0.3676 3.1420
O 3.9486 0.9576 0.1950
H 3.2196 0.4076 0.3100
H 3.9486 1.3576 -0.5800
O 1.3896 2.2926 1.5770
H 2.2916 2.5836 1.5210
H 1.3296 1.8416 0.7470
O -0.1564 -2.7054 -1.7050
H 0.1756 -1.9404 -2.1470
H 0.0216 -3.6944 -1.9710
O -2.7934 -1.5704 1.1840
H -1.9974 -1.9184 0.9130
H -3.2584 -1.8974 0.3310
O -3.6344 -0.2354 -1.4400
H -3.5464 -1.1864 -1.1320
H -2.7354 0.0426 -1.7260
O -1.1884 0.6996 -2.3170
H -0.5454 0.1576 -2.8380
H -1.0334 1.7356 -2.3230
O 1.3376 -0.3814 -3.0140
H 1.7456 0.4676 -2.8570
H 1.0226 -0.2884 -3.8980
O -0.7264 3.7996 0.8900
H -1.6034 3.2276 0.7480
H -0.0454 3.4006 1.0420
O -0.0024 -1.9384 0.9810
H 0.9556 -2.0824 1.2310
H 0.0746 -2.0674 0.1200
O -2.4914 1.3236 0.5220
H -2.1444 0.5816 0.8810
H -3.0654 0.8986 -0.2000
O 2.5186 -1.5784 1.6190
H 3.0946 -1.2404 2.1760
H 3.0906 -1.6104 0.8510
*
```

***

Here is a molecular structure, C4H8O3 in a non-equilibrium geometry from the Open Molecules 2025 dataset. Energies are from ωB97M-V/def2-TZVPD.

Properties
F_max = 2.89 eV/Å
HOMO-LUMO gap = 10.47 eV

```
! RIJCOSX wB97M-V def2-TZVPD def2/J DEFGRID3
* xyz 0 1
C 1.7097 0.8167 -0.5548
O 0.8060 -0.3940 1.2231
C -0.2238 -1.0952 0.8768
O -0.4842 -2.2660 1.0680
C -1.1944 -0.1970 0.1072
C -0.3596 0.7588 -0.8118
O -2.1005 -0.9953 -0.5816
H 2.1947 -0.1619 -0.3735
H 2.0347 1.4568 0.2874
H 1.9816 1.2234 -1.5106
H -1.7028 0.3952 0.8900
H 0.6793 0.4014 0.3574
H -0.7269 1.7930 -0.7456
H -0.4633 0.3968 -1.8364
H -1.9486 -1.8803 -0.1850
*
```

***

Here is a gas-phase ion, C7H13N2O3S (charge -1) in a non-equilibrium geometry from the Open Molecules 2025 dataset. Energies are from ωB97M-V/def2-TZVPD.

Properties
F_max = 3.13 eV/Å
structure (SMILES) = CC1=C(C)N(C)N(C)[C@H]1S(=O)(=O)[O-]
HOMO-LUMO gap = 7.14 eV

```
! RIJCOSX wB97M-V def2-TZVPD def2/J DEFGRID3
* xyz -1 1
C 0.6603 1.0465 -0.4573
C -0.2582 1.0612 0.6797
C -0.3187 -0.1677 1.1629
C -1.1275 2.2911 0.8839
C -1.1594 -0.7050 2.2534
C 2.3563 -0.6321 -1.1509
C 0.0491 -2.2432 -0.0636
N 1.4618 -0.1008 -0.2009
N 0.6893 -0.9970 0.6591
O -1.2228 2.2347 -1.7710
O 0.0601 0.5843 -3.1565
O -1.5116 -0.1482 -1.4087
S -0.5825 0.9192 -1.8508
H 1.2453 1.9721 -0.6086
H -1.2689 2.6345 -0.1833
H -0.6688 3.0151 1.5065
H -2.0927 1.9425 1.3990
H -1.8365 0.0679 2.6692
H -0.5654 -1.2859 3.0590
H -1.8265 -1.5957 1.8515
H 2.3494 -0.3367 -2.2625
H 3.3413 -0.2787 -0.9198
H 2.4580 -1.7057 -1.0622
H -0.9694 -1.8867 -0.1890
H 0.4201 -2.4381 -1.1648
H 0.3178 -3.2479 0.3256
*
```

***

Here is a single C3H6N2O4 molecule in a non-equilibrium geometry from the Open Molecules 2025 dataset. Energies are from ωB97M-V/def2-TZVPD.

Properties
F_max = 16.34 eV/Å
structure (SMILES) = O=C(O)CNC(=O)NO
HOMO-LUMO gap = 10.84 eV

```
! RIJCOSX wB97M-V def2-TZVPD def2/J DEFGRID3
* xyz 0 1
C 0.9745 0.5950 -0.1128
C -0.9261 -0.0966 1.1146
C -1.9431 -0.2505 -0.0579
H 3.3442 -0.6424 0.5351
H 2.7848 0.4453 -1.2197
H 0.7917 -1.0292 1.0388
H -1.2132 -0.5832 1.8976
H -1.0779 0.9721 1.8752
H -1.9124 -0.7395 -1.5477
N 2.3755 0.4109 -0.2734
N 0.4990 -0.2834 0.8369
O 2.7201 -0.9519 -0.0801
O 0.3775 1.5870 -0.4158
O -1.4551 -1.1032 -0.9514
O -3.0765 0.3677 -0.0761
*
```

***

Here is 2 unconnected molecules or ions with the total composition C2HCl2OP in a non-equilibrium geometry from the Open Molecules 2025 dataset. Energies are from ωB97M-V/def2-TZVPD.

Properties
F_max = 6.40 eV/Å
HOMO-LUMO gap = 5.99 eV

```
! RIJCOSX wB97M-V def2-TZVPD def2/J DEFGRID3
* xyz 0 1
C 0.2422 0.1734 -0.3632
C 1.2856 0.4962 -0.8590
O 3.4722 0.1489 -1.6799
P 4.3040 -0.0121 -0.5374
Cl 3.7544 1.4037 0.7251
Cl 3.9119 -1.7348 0.5955
H -0.5062 0.4470 0.3767
*
```